[1]
Below is 14 unconnected molecules or ions with the total composition C54H94O25 in a non-equilibrium geometry, with properties calculated with ωB97M-V/def2-TZVPD.

Results
Gap between HOMO and LUMO ... 9.5 eV
E_LUMO ... 0.237 eV
Molecular weight ... 1143.32 g/mol
E ... -108706.23036 eV
Max |F| ... 0.0930 Eh/bohr
HOMO energy ... -0.3405 Ha

Cartesian coordinates (Å):
C  -4.7312  -0.1854  1.4245
O  -4.3104  -1.5308  1.7497
C  -4.3977  -2.0043  3.0296
O  -5.1446  -1.5456  3.9218
O  -3.4809  -2.9940  3.0881
C  -3.4345  -3.9602  4.0763
H  -5.7606  -0.1188  1.7767
H  -4.5256  0.0304  0.3760
H  -4.2106  0.5168  2.0757
H  -4.3224  -4.5901  4.1315
H  -3.3611  -3.5851  5.0971
H  -2.5833  -4.6036  3.8539
C  1.2437  -1.7447  -0.3645
O  0.4604  -0.7592  -1.0292
C  -0.1569  0.1948  -0.3618
O  -0.0669  0.4648  0.8421
O  -0.9384  0.8541  -1.2443
C  -1.7637  1.9055  -0.7111
H  0.7045  -2.2117  0.4598
H  2.1705  -1.3460  0.0480
H  1.4804  -2.5824  -1.0204
H  -1.1020  2.6831  -0.3294
H  -2.4393  1.5640  0.0731
H  -2.4806  2.2257  -1.4671
C  0.3278  -5.9311  2.7036
C  1.3996  -6.7351  3.4301
C  2.4632  -7.0068  2.3049
O  2.2269  -5.9246  1.4352
C  0.8912  -5.6270  1.2956
H  -0.0678  -5.0600  3.2259
H  -0.5127  -6.5755  2.4459
H  1.0951  -7.6993  3.8371
H  1.8033  -6.2425  4.3147
H  2.4373  -7.9284  1.7235
H  3.4790  -6.8983  2.6851
H  0.4040  -6.3246  0.6143
H  0.9234  -4.6036  0.9219
C  1.0400  3.3638  -4.3948
C  1.2199  3.3891  -2.8875
C  2.2195  4.4542  -2.6429
O  3.1297  4.1842  -3.7007
C  2.4543  3.8003  -4.9457
H  0.2563  4.0585  -4.6970
H  0.6834  2.3953  -4.7453
H  1.5217  2.3841  -2.5926
H  0.3680  3.7260  -2.2969
H  2.7345  4.3640  -1.6864
H  1.8602  5.4793  -2.7326
H  2.9095  2.9865  -5.5103
H  2.3323  4.6801  -5.5775
C  -3.3139  -3.9070  -0.6160
C  -3.3092  -5.4401  -0.6972
C  -2.0994  -5.5370  -1.5983
O  -1.2600  -4.4511  -1.0828
C  -1.9608  -3.5829  -0.2070
H  -4.0840  -3.6069  0.0946
H  -3.6983  -3.4344  -1.5198
H  -4.2334  -5.8185  -1.1340
H  -3.1602  -5.8895  0.2846
H  -2.1985  -5.3944  -2.6744
H  -1.6274  -6.4872  -1.3483
H  -1.8719  -2.5106  -0.3810
H  -1.6481  -3.7323  0.8264
C  -6.4837  4.1168  -0.9030
C  -5.6027  4.8727  0.0588
C  -5.0127  3.7566  0.8739
O  -6.0461  2.8301  1.0460
C  -7.0100  3.0754  0.0315
H  -5.8804  3.7195  -1.7192
H  -7.2638  4.7167  -1.3717
H  -6.1402  5.6474  0.6057
H  -4.7754  5.3461  -0.4699
H  -4.5884  4.1991  1.7752
H  -4.2229  3.2870  0.2877
H  -7.8963  3.5091  0.4945
H  -7.2226  2.1864  -0.5622
C  -3.0700  5.5187  -4.4114
C  -3.3066  6.7144  -3.4990
C  -2.3081  6.3552  -2.3973
O  -2.2117  4.9356  -2.3464
C  -2.9015  4.3496  -3.4211
H  -2.1134  5.6368  -4.9205
H  -3.9087  5.2743  -5.0632
H  -4.3417  6.6836  -3.1586
H  -3.0587  7.6763  -3.9476
H  -2.6639  6.7886  -1.4626
H  -1.3332  6.7809  -2.6352
H  -3.8157  3.8379  -3.1200
H  -2.2832  3.5749  -3.8745
O  2.3034  -2.6366  -3.2776
C  2.3635  -1.8082  -4.2039
O  2.9872  -2.0904  -5.3912
C  2.9244  -1.0479  -6.3400
C  2.5364  0.1601  -5.4939
C  1.8339  -0.3923  -4.2897
H  2.1420  -1.2860  -7.0606
H  3.8935  -0.9945  -6.8359
H  1.9136  0.8336  -6.0825
H  3.4721  0.6359  -5.2003
H  0.7683  -0.3546  -4.5159
H  2.0092  0.1458  -3.3582
O  0.7191  5.7977  -0.2899
C  0.0997  5.2583  0.6185
O  0.5780  4.0771  1.1463
C  -0.2883  3.5718  2.1713
C  -1.3708  4.6449  2.3525
C  -1.2719  5.5831  1.1755
H  0.2873  3.4616  3.0904
H  -0.5982  2.5789  1.8453
H  -1.2900  5.1076  3.3360
H  -2.3633  4.1962  2.3951
H  -1.3853  6.6156  1.5059
H  -1.9917  5.4041  0.3768
O  1.2808  -1.8846  6.8345
C  0.8060  -1.5823  5.7958
O  1.0535  -2.3017  4.7636
C  0.3386  -1.8699  3.5953
C  -0.7767  -1.0263  4.1575
C  -0.2519  -0.5286  5.4610
H  -0.0091  -2.6082  2.8727
H  1.0517  -1.2518  3.0500
H  -1.6724  -1.6223  4.3323
H  -1.1794  -0.1965  3.5766
H  -0.9808  -0.3135  6.2424
H  0.2494  0.4281  5.3138
O  -4.7075  0.8687  -2.4517
C  -3.9685  0.0492  -3.0227
O  -3.9587  -1.2806  -2.7471
C  -2.9596  -1.9491  -3.5663
C  -2.0046  -0.8309  -4.0618
C  -3.0110  0.3692  -4.1083
H  -3.5359  -2.3424  -4.4038
H  -2.3942  -2.7743  -3.1333
H  -1.5332  -0.9252  -5.0401
H  -1.1815  -0.7183  -3.3561
H  -3.5563  0.3303  -5.0514
H  -2.5619  1.3471  -3.9347
O  3.5325  -1.3994  2.7014
C  4.2718  -1.6477  3.6606
O  5.1628  -0.7379  4.2361
C  5.9820  -1.3579  5.2235
C  5.6765  -2.8618  5.1376
C  4.3713  -2.9680  4.4493
H  5.6539  -1.0883  6.2274
H  7.0222  -1.0685  5.0743
H  5.7377  -3.4142  6.0753
H  6.4254  -3.2763  4.4629
H  3.5641  -3.1197  5.1660
H  4.3988  -3.7931  3.7376
O  6.4779  1.0331  1.3657
C  5.3755  1.4641  1.6521
O  4.2253  1.1087  1.0014
C  3.0655  1.8604  1.4420
C  3.7262  2.9394  2.2397
C  5.0305  2.4286  2.7846
H  2.3822  1.2479  2.0303
H  2.4750  2.2005  0.5912
H  3.1021  3.2341  3.0833
H  3.8742  3.8111  1.6022
H  4.9214  1.7632  3.6410
H  5.8531  3.1271  2.9378
O  6.5884  -4.5777  -2.2477
C  6.0072  -3.8348  -1.4280
O  5.8977  -4.1635  -0.1482
C  5.3816  -3.1162  0.6673
C  5.4811  -1.8673  -0.2930
C  5.3959  -2.5008  -1.6857
H  5.8586  -2.9470  1.6327
H  4.3227  -3.2456  0.8908
H  6.3489  -1.2783  0.0038
H  4.6308  -1.2021  -0.1428
H  6.0836  -2.0313  -2.3891
H  4.3650  -2.5521  -2.0360



[2]
Below is 13 unconnected molecules or ions with the total composition C54H99F18N3O16 in a non-equilibrium geometry, with properties calculated with ωB97M-V/def2-TZVPD.

Results
Gap between HOMO and LUMO ... 8.7 eV
E_LUMO ... 0.441 eV
Molecular weight ... 1388.36 g/mol
E ... -143750.90138 eV
Max |F| ... 0.0279 Eh/bohr
HOMO energy ... -0.3036 Ha

Cartesian coordinates (Å):
C  -2.4308  9.6024  0.2952
C  -1.8007  8.2673  0.6919
N  -2.2454  7.1621  -0.1823
C  -1.8565  5.9082  0.4270
C  -2.3009  4.6817  -0.3541
C  -1.7980  7.3231  -1.5636
C  -0.3043  7.1230  -1.8122
H  -1.8979  10.0852  -0.5328
H  -2.3869  10.2985  1.1313
H  -3.4499  9.4701  -0.0689
H  -0.7074  8.3556  0.6784
H  -2.2301  8.0270  1.6650
H  -0.7620  5.8323  0.5632
H  -2.3124  5.8384  1.4149
H  -2.0237  3.7445  0.1351
H  -3.3890  4.6781  -0.4642
H  -1.8723  4.6049  -1.3584
H  -2.1539  8.2728  -1.9597
H  -2.3285  6.5621  -2.1459
H  -0.0868  7.1617  -2.8818
H  0.0521  6.1533  -1.4639
H  0.2588  7.9207  -1.3217
C  4.1230  7.3056  -0.0122
C  3.5747  7.8836  -1.2991
N  4.4831  7.6478  -2.4355
C  4.5598  6.2278  -2.7825
C  5.7521  5.9364  -3.7112
C  4.0229  8.4160  -3.5959
C  4.3349  9.9051  -3.4087
H  3.4767  7.6054  0.8139
H  5.1188  7.6996  0.1969
H  4.1748  6.2182  -0.0037
H  2.5949  7.4196  -1.5214
H  3.4554  8.9613  -1.2216
H  4.6672  5.6250  -1.8861
H  3.6391  5.9359  -3.3141
H  5.8856  4.8546  -3.7299
H  5.5926  6.3213  -4.7105
H  6.6318  6.3749  -3.2386
H  2.9353  8.2712  -3.7147
H  4.5351  8.1110  -4.5037
H  4.3038  10.4208  -4.3763
H  5.3555  10.0045  -3.0434
H  3.6238  10.4521  -2.7910
C  2.0544  -0.0384  4.1020
C  1.1152  -0.2009  2.9181
N  -0.2967  -0.1225  3.2221
C  -0.7743  -1.1111  4.1842
C  -2.0394  -0.6510  4.8911
C  -1.0792  -0.1723  1.9921
C  -0.8118  1.0687  1.1403
H  1.9086  0.8960  4.6420
H  3.0841  -0.1974  3.7823
H  1.8830  -0.8085  4.8657
H  1.3393  0.6846  2.3077
H  1.3668  -1.0557  2.2671
H  -0.9341  -2.0901  3.6993
H  -0.0243  -1.2981  4.9520
H  -2.3067  -1.3637  5.6773
H  -1.9142  0.3350  5.3300
H  -2.8971  -0.6568  4.2162
H  -2.1384  -0.2091  2.2316
H  -0.8129  -1.0728  1.4125
H  -1.6671  1.4240  0.5561
H  -0.0314  0.9141  0.3948
H  -0.6115  1.9238  1.7926
C  1.8224  3.7475  3.1288
C  2.5933  4.8467  2.4268
O  1.9148  6.1138  2.5274
C  2.0381  6.8104  3.6359
O  2.4276  6.4055  4.6896
C  1.7125  8.3075  3.4470
F  2.6333  9.0303  4.0775
F  1.6965  8.6804  2.1599
F  0.5112  8.5853  3.9760
H  2.4048  2.8294  3.2035
H  0.8888  3.5854  2.5950
H  1.6481  3.9976  4.1745
H  2.6503  4.6678  1.3527
H  3.6378  4.9648  2.7243
C  5.7160  2.9974  -11.2891
C  6.4532  3.4831  -10.0738
O  5.5798  3.7334  -8.9535
C  4.9409  4.8846  -8.9383
O  4.8561  5.6692  -9.8313
C  4.2653  5.1558  -7.5784
F  2.9418  5.1110  -7.7109
F  4.6170  4.2650  -6.6412
F  4.6188  6.3722  -7.1602
H  6.4524  2.6978  -12.0390
H  5.0901  3.7744  -11.7206
H  5.0986  2.1238  -11.0819
H  7.0094  4.4033  -10.2717
H  7.2014  2.7748  -9.7242
C  2.3448  2.7407  -1.2908
C  1.1390  2.9398  -2.1592
O  1.5085  3.7648  -3.2925
C  0.5331  4.1540  -4.0643
O  -0.6378  3.9403  -3.9242
C  0.9810  5.0443  -5.2410
F  0.3237  6.2056  -5.1936
F  2.2927  5.2725  -5.1733
F  0.6905  4.4463  -6.3984
H  3.0917  2.1267  -1.8028
H  2.0789  2.0897  -0.4531
H  2.8178  3.6579  -0.9516
H  0.3209  3.4296  -1.6225
H  0.7341  1.9897  -2.5069
C  -3.0740  1.1195  -6.5781
C  -1.8216  1.4781  -7.3496
O  -0.6227  1.3908  -6.5420
C  -0.2880  0.2018  -6.1106
O  -0.8589  -0.8265  -6.3166
C  1.0087  0.2536  -5.2681
F  0.6710  0.0682  -3.9711
F  1.8202  -0.7338  -5.6164
F  1.6473  1.4185  -5.3641
H  -2.9875  1.4514  -5.5426
H  -3.2461  0.0456  -6.5933
H  -3.9353  1.6330  -6.9999
H  -1.8729  2.4980  -7.7143
H  -1.6537  0.8445  -8.2238
C  -2.6593  7.1670  -8.2355
C  -1.8264  6.5409  -7.1423
O  -2.5892  6.1474  -5.9884
C  -3.2186  4.9991  -6.0232
O  -3.2969  4.2566  -6.9550
C  -4.0931  4.7770  -4.7751
F  -5.3312  5.2081  -5.0685
F  -4.1682  3.4843  -4.4595
F  -3.6567  5.4447  -3.7103
H  -3.1300  8.1031  -7.9380
H  -3.3978  6.4656  -8.6256
H  -2.0124  7.3952  -9.0852
H  -1.0292  7.2145  -6.8524
H  -1.3814  5.6248  -7.5353
C  1.0283  9.5756  -5.6553
C  -0.3322  10.2451  -5.8023
O  -0.3290  11.3052  -6.7521
C  -0.3851  10.9753  -8.0229
O  -0.4220  9.8693  -8.4845
C  -0.3369  12.2074  -8.9520
F  0.8734  12.3268  -9.4941
F  -1.2290  12.0559  -9.9301
F  -0.6118  13.3415  -8.2989
H  1.7926  10.3122  -5.4091
H  1.2968  9.0235  -6.5531
H  0.9469  8.8929  -4.8078
H  -0.6245  10.6442  -4.8339
H  -1.0838  9.4944  -6.0562
C  -3.1310  -0.7894  -3.4397
C  -2.3353  0.0404  -2.4607
O  -1.7319  -0.4874  -1.5525
C  -2.2761  1.5450  -2.5892
H  -4.0305  -1.1420  -2.9406
H  -2.4931  -1.6444  -3.6714
H  -3.3200  -0.2686  -4.3756
H  -1.8387  1.9641  -1.6917
H  -3.3166  1.8812  -2.6892
H  -1.7676  1.8503  -3.5029
C  1.5540  -1.3187  -1.3985
C  2.7127  -1.2325  -0.4376
O  2.9558  -0.2259  0.1801
C  3.4966  -2.4927  -0.2106
H  1.1313  -0.3191  -1.4936
H  0.8027  -1.9793  -0.9641
H  1.8785  -1.6298  -2.3903
H  2.8544  -3.2954  0.1612
H  4.2950  -2.3443  0.5130
H  3.8994  -2.8452  -1.1639
C  4.5867  1.8723  1.6631
C  5.4893  2.6800  0.7835
O  5.0744  3.4095  -0.0899
C  6.9685  2.5561  1.0187
H  4.5334  2.3001  2.6724
H  4.9358  0.8488  1.7751
H  3.5561  1.9172  1.3194
H  7.5122  2.9996  0.1849
H  7.2976  1.5264  1.1760
H  7.3224  3.0905  1.9069
C  5.1096  2.0450  -4.1427
C  4.6510  0.8488  -3.3473
O  3.6768  0.2103  -3.6609
C  5.4317  0.4359  -2.1195
H  5.7051  1.6978  -4.9879
H  5.6996  2.7177  -3.5232
H  4.2290  2.5757  -4.5048
H  5.6515  -0.6286  -2.1837
H  4.8404  0.6487  -1.2268
H  6.3615  0.9960  -2.0025